Density functional theory data (ωB97M-V/def2-TZVPD) for a structure of composition C7H17N5O9P2S2Zn.

Each line ends with the Löwdin charge.
Geometry (Å):
1 Zn -0.6400 -0.4293 -0.2704  0.514
2 C 0.8860 5.8252 -0.9527  -0.029
3 C 1.6102 4.8142 -0.1444  -0.374
4 N 2.7052 4.9955 0.5214  0.075
5 N 2.9515 3.7635 1.0718  -0.020
6 C 2.0230 2.8192 0.7545  -0.820
7 S 2.0285 1.2448 1.2500  0.623
8 N 1.1504 3.5287 -0.0427  -0.090
9 N -0.0437 3.1396 -0.6265  0.109
10 H 1.2428 6.8233 -0.7104  0.069
11 H -0.1785 5.7214 -0.7528  0.069
12 H 1.0324 5.6157 -2.0129  0.079
13 H 3.7296 3.6186 1.6842  0.121
14 H 0.1565 2.4297 -1.3431  0.041
15 H -0.5710 2.5510 0.0642  0.060
16 O -2.6082 -2.6640 -2.7162  -0.152
17 P -2.1792 -2.9312 -1.2133  0.200
18 O -2.9482 -4.0572 -0.6521  -0.319
19 O -2.1304 -1.6307 -0.4372  -0.334
20 O -0.6027 -3.4648 -1.4195  -0.273
21 P 0.7899 -2.7366 -1.1195  0.172
22 O 1.6883 -4.0319 -0.7062  -0.152
23 O 1.3931 -2.2371 -2.4040  -0.404
24 O 0.7298 -1.8476 0.0786  -0.317
25 H -1.9716 -2.0332 -3.1591  0.038
26 H 1.6143 -4.6418 -1.4505  0.054
27 O -0.7116 -0.7806 -4.0031  -0.582
28 S 0.3575 -0.1171 -3.1975  0.735
29 N 0.0117 0.3959 -1.8551  -0.463
30 C -1.8805 2.4556 2.6218  -0.060
31 C -2.0146 1.0580 1.9805  -0.753
32 C -3.4752 0.8464 1.5442  -0.051
33 C -1.6447 -0.0072 3.0242  -0.048
34 O -1.1658 0.9983 0.8923  -0.344
35 H -2.4747 2.5290 3.5373  0.065
36 H -2.2186 3.2113 1.9095  0.069
37 H -0.8308 2.6413 2.8568  0.069
38 H -4.1625 0.8968 2.3946  0.068
39 H -3.5507 -0.1272 1.0598  0.063
40 H -3.7433 1.6114 0.8128  0.074
41 H -2.2730 0.0736 3.9168  0.067
42 H -0.5966 0.1094 3.3057  0.073
43 H -1.7725 -0.9941 2.5754  0.079

## Properties
Charge: -2
Energy in a.u.: -4486.71276
M in g mol⁻¹: 506.711
HOMO energy in eV: -2.55
Gap between HOMO and LUMO in eV: 7.17
Multiplicity: 1